Entry from the Open Molecules 2025 dataset: a cluster of 14 separate species, C44H115F6N14O22S2 in total at a distorted geometry (ωB97M-V/def2-TZVPD).

Frontier orbital gap: 0.329 Ha
HOMO: -7.1 eV
M: 1370.60 g mol⁻¹

ORCA input file:
```
! RIJCOSX wB97M-V def2-TZVPD def2/J DEFGRID3
* xyz -1 1
C 9.453 -26.814 -6.648
F 10.193 -27.617 -7.373
F 9.802 -25.548 -6.860
F 8.185 -26.922 -7.042
S 9.656 -27.265 -4.817
O 9.368 -28.665 -4.675
O 11.003 -26.893 -4.421
N 8.545 -26.193 -4.082
S 8.186 -26.963 -2.754
O 6.980 -27.736 -2.998
O 9.223 -27.679 -2.035
C 7.624 -25.576 -1.567
F 8.713 -24.887 -1.203
F 6.826 -24.752 -2.215
F 7.059 -26.128 -0.520
C 13.881 -24.339 -4.866
O 14.458 -23.269 -5.042
N 13.331 -25.142 -5.807
N 13.741 -24.894 -3.624
H 13.097 -26.085 -5.564
H 13.294 -24.820 -6.755
H 13.321 -25.802 -3.539
H 14.051 -24.514 -2.750
C 4.844 -24.463 -4.787
O 5.277 -23.392 -4.384
N 5.582 -25.634 -4.852
N 3.526 -24.665 -5.109
H 5.067 -26.432 -5.157
H 6.579 -25.546 -4.913
H 3.277 -25.597 -5.370
H 2.800 -23.996 -4.939
C 7.784 -24.331 -9.918
O 7.028 -23.756 -10.692
N 8.558 -25.437 -10.205
N 7.984 -23.902 -8.650
H 8.318 -25.915 -11.058
H 9.273 -25.748 -9.582
H 7.700 -22.967 -8.405
H 8.668 -24.291 -8.027
C 9.477 -22.804 -4.599
O 9.858 -21.691 -4.968
N 10.189 -23.684 -3.834
N 8.253 -23.315 -4.828
H 9.850 -24.641 -3.878
H 11.095 -23.416 -3.496
H 8.165 -24.265 -4.486
H 7.578 -22.834 -5.391
C 5.057 -22.281 -0.620
C 5.407 -21.201 -1.625
O 4.540 -21.247 -2.770
H 5.940 -22.349 0.027
H 4.958 -23.220 -1.157
H 4.224 -21.984 0.014
H 6.403 -21.371 -2.064
H 5.546 -20.155 -1.351
H 4.704 -22.077 -3.247
C 11.553 -23.504 -8.454
C 11.391 -22.778 -9.788
O 12.477 -23.059 -10.713
H 11.004 -22.875 -7.749
H 12.596 -23.448 -8.147
H 11.178 -24.520 -8.531
H 11.613 -21.720 -9.619
H 10.462 -22.894 -10.335
H 13.335 -22.842 -10.345
C 12.214 -25.669 -0.416
C 13.028 -24.386 -0.392
O 14.427 -24.653 -0.707
H 12.447 -26.330 0.422
H 12.338 -26.335 -1.271
H 11.152 -25.431 -0.324
H 13.065 -24.077 0.655
H 12.757 -23.593 -1.082
H 14.884 -25.016 0.055
C 14.141 -28.621 -3.212
C 13.519 -29.901 -2.690
O 12.140 -29.871 -3.115
H 15.116 -28.486 -2.731
H 13.503 -27.772 -2.972
H 14.302 -28.538 -4.288
H 13.524 -29.936 -1.595
H 13.935 -30.882 -2.923
H 11.640 -29.526 -2.365
C 8.494 -32.741 -3.476
O 8.358 -33.475 -4.667
C 7.601 -32.852 -5.687
C 7.879 -31.370 -5.906
N 7.055 -30.941 -7.045
C 6.996 -29.480 -7.098
C 6.163 -29.017 -8.284
O 4.888 -29.627 -8.063
C 3.994 -29.543 -9.144
H 7.549 -32.383 -3.053
H 9.222 -31.925 -3.518
H 8.908 -33.431 -2.736
H 6.533 -32.912 -5.431
H 7.820 -33.468 -6.559
H 8.874 -31.024 -6.194
H 7.615 -30.829 -4.989
H 6.065 -31.164 -6.975
H 8.028 -29.140 -7.174
H 6.619 -29.062 -6.154
H 6.664 -29.197 -9.240
H 5.968 -27.938 -8.289
H 3.672 -28.508 -9.310
H 3.109 -30.131 -8.907
H 4.425 -29.919 -10.077
C 17.203 -28.337 2.689
O 15.861 -28.031 3.030
C 15.209 -29.103 3.702
C 14.823 -30.272 2.756
N 13.405 -30.293 2.424
C 13.058 -29.059 1.673
C 11.581 -29.030 1.308
O 11.288 -29.930 0.241
C 9.902 -30.217 0.301
H 17.567 -27.437 2.197
H 17.173 -29.161 1.971
H 17.792 -28.570 3.580
H 14.254 -28.790 4.128
H 15.786 -29.401 4.581
H 15.059 -31.183 3.315
H 15.474 -30.300 1.873
H 13.256 -31.058 1.774
H 13.617 -29.130 0.731
H 13.357 -28.217 2.290
H 11.398 -28.034 0.883
H 10.872 -29.151 2.129
H 9.290 -29.337 0.066
H 9.475 -30.549 1.252
H 9.675 -30.955 -0.468
C 8.312 -24.638 -16.203
O 9.376 -25.341 -15.591
C 9.051 -25.586 -14.207
C 8.471 -26.979 -13.902
N 9.131 -27.615 -12.757
C 8.364 -28.738 -12.220
C 9.056 -29.388 -11.041
O 10.149 -30.246 -11.442
C 11.425 -29.612 -11.439
H 8.038 -23.701 -15.711
H 7.391 -25.203 -16.383
H 8.643 -24.368 -17.210
H 8.429 -24.827 -13.733
H 10.068 -25.548 -13.807
H 8.621 -27.658 -14.750
H 7.417 -26.860 -13.644
H 10.009 -28.008 -13.056
H 8.228 -29.476 -13.026
H 7.333 -28.437 -12.012
H 8.368 -30.081 -10.544
H 9.408 -28.786 -10.199
H 12.130 -30.377 -11.759
H 11.711 -29.266 -10.442
H 11.472 -28.788 -12.147
C 8.736 -26.039 3.466
O 9.363 -24.766 3.572
C 10.136 -24.465 2.437
C 10.412 -22.959 2.342
N 9.203 -22.071 2.333
C 8.958 -21.691 3.730
C 7.625 -20.888 3.851
O 6.545 -21.750 3.577
C 6.232 -22.722 4.532
H 8.247 -26.175 2.494
H 7.987 -26.079 4.251
H 9.472 -26.848 3.476
H 9.648 -24.801 1.514
H 11.078 -25.030 2.496
H 10.781 -22.712 1.341
H 11.199 -22.616 3.010
H 8.369 -22.575 2.045
H 9.765 -21.054 4.098
H 8.840 -22.548 4.397
H 7.567 -20.111 3.090
H 7.611 -20.402 4.833
H 5.210 -23.064 4.387
H 6.316 -22.387 5.575
H 6.936 -23.561 4.481
C 3.044 -35.377 -0.997
O 3.997 -34.360 -0.759
C 3.580 -33.310 0.098
C 4.657 -32.235 0.118
N 4.450 -31.199 -0.919
C 5.566 -30.264 -0.986
C 5.988 -29.585 0.309
O 6.706 -30.403 1.209
C 7.019 -29.714 2.404
H 3.025 -36.109 -0.190
H 3.303 -35.877 -1.932
H 2.090 -34.905 -1.255
H 3.464 -33.700 1.110
H 2.726 -32.745 -0.292
H 5.672 -32.641 0.014
H 4.683 -31.823 1.129
H 4.387 -31.822 -1.720
H 5.221 -29.320 -1.419
H 6.440 -30.621 -1.536
H 5.139 -29.065 0.773
H 6.603 -28.729 0.000
H 7.439 -28.730 2.166
H 7.610 -30.189 3.184
H 6.076 -29.460 2.909
*
```